(1)
Computed, not measured: a structure of composition C9H28KNO8, with ωB97M-V/def2-TZVPD.

Last column: Mulliken charge in e.
Atoms and positions in Å:
K: 0.19 -3.80 -2.81  1.000
N: 1.28 -0.33 -1.69  0.918
O: 2.18 0.13 -2.42  -0.853
O: 0.43 0.40 -1.15  -0.562
O: 1.18 -1.57 -1.49  -0.708
O: 1.91 -1.19 -4.69  -0.605
H: 2.20 -0.59 -4.00  0.400
H: 2.40 -0.92 -5.46  0.294
O: 4.07 2.40 -2.56  -0.636
H: 4.08 2.39 -3.52  0.275
H: 3.25 1.98 -2.32  0.387
C: -1.98 2.81 -1.11  -0.965
C: -0.84 3.44 -0.23  0.250
C: -1.02 3.12 1.24  -0.962
O: 0.46 3.01 -0.59  -0.548
H: -2.05 1.75 -0.84  -0.025
H: -1.60 2.97 -2.11  0.311
H: -2.86 3.44 -0.94  0.502
H: -0.90 4.52 -0.40  0.356
H: -0.37 3.65 1.94  0.303
H: -1.02 2.05 1.43  0.025
H: -2.02 3.45 1.53  0.400
H: 0.30 2.09 -0.81  0.488
C: 2.62 -2.45 3.24  -1.488
C: 1.80 -1.77 2.18  1.097
C: 1.66 -0.20 2.27  -0.736
O: 2.43 -2.02 0.94  -0.544
H: 3.69 -2.26 3.18  0.343
H: 2.51 -3.53 3.26  0.361
H: 2.18 -2.00 4.13  0.351
H: 0.79 -2.17 2.26  -0.146
H: 2.57 0.41 2.25  0.396
H: 1.04 0.10 3.11  0.352
H: 1.24 0.23 1.36  -0.197
H: 1.74 -1.88 0.28  0.235
C: -4.09 -1.98 0.16  -1.435
C: -2.88 -1.07 0.14  0.750
C: -1.85 -1.44 1.15  -0.964
O: -2.25 -1.12 -1.17  -0.654
H: -3.65 -2.97 0.32  0.319
H: -4.59 -2.19 -0.78  0.385
H: -4.73 -1.69 0.99  0.338
H: -3.28 -0.09 0.41  0.152
H: -1.56 -2.49 1.21  0.392
H: -2.31 -1.09 2.08  0.327
H: -0.93 -0.86 1.12  0.050
H: -1.41 -0.67 -1.11  0.268

Values from the calculation:
ΔE to the lowest compared entry with this formula, charge and spin: 0.0 kcal/mol
LUMO level: -1.27 eV

(2)
Computed, not measured: a cluster of 5 separate species, C9H28O5 in total, with ωB97M-V/def2-TZVPD.

Last column: Mulliken spin population.
Atoms and positions in Å:
O: 3.48 -1.99 -1.02  0.000
H: 4.29 -1.99 -1.53  0.000
H: 3.72 -1.57 -0.19  0.000
O: 1.30 0.38 -0.10  0.000
H: 1.63 -0.27 -0.73  0.000
H: 1.83 0.24 0.68  0.000
C: -2.33 0.54 -1.06  0.001
C: -2.41 1.64 -0.08  0.003
C: -2.75 1.23 1.33  0.001
O: -1.20 2.39 -0.08  0.021
H: -1.47 -0.10 -0.86  0.000
H: -2.24 0.86 -2.10  0.000
H: -3.22 -0.09 -1.12  0.000
H: -3.22 2.23 -0.50  0.003
H: -1.90 0.80 1.86  0.001
H: -3.53 0.47 1.36  0.000
H: -3.10 2.13 1.84  0.001
H: -0.64 1.68 -0.40  -0.001
C: 1.41 -5.14 -3.14  0.000
C: 1.03 -3.70 -2.85  0.000
C: -0.40 -3.26 -3.35  0.000
O: 1.25 -3.56 -1.49  0.000
H: 0.61 -5.84 -2.94  0.000
H: 2.18 -5.48 -2.45  0.000
H: 1.84 -5.30 -4.13  0.000
H: 1.75 -3.05 -3.33  0.000
H: -0.68 -3.62 -4.34  0.000
H: -0.57 -2.18 -3.42  0.000
H: -1.26 -3.34 -2.67  0.000
H: 2.09 -3.10 -1.40  0.000
C: -0.67 4.32 3.20  0.231
C: 0.06 2.95 3.37  0.076
C: 1.31 2.69 2.42  0.058
O: 0.48 2.73 4.71  0.578
H: -0.07 5.21 3.32  0.001
H: -1.51 4.36 3.89  0.000
H: -1.02 4.31 2.17  0.002
H: -0.71 2.21 3.15  0.013
H: 2.26 3.11 2.77  0.005
H: 1.09 3.14 1.45  0.000
H: 1.49 1.62 2.50  0.021
H: -0.21 2.35 5.25  -0.014

Values from the calculation:
ΔE to the lowest compared entry with this formula, charge and spin: 22.8 kcal/mol
<S²>: 0.75
multiplicity: 2
LUMO level (spin up / spin down): -3.39 / -9.66 eV
net charge: +1

(3)
Computed, not measured: a structure of composition C9H29AsF6O5, with ωB97M-V/def2-TZVPD.

Last column: Mulliken charge in e.
Atoms and positions in Å:
O: -14.36 -20.65 11.77  -0.053
H: -13.39 -20.77 11.82  0.565
H: -14.68 -20.54 10.82  0.546
H: -14.66 -19.82 12.26  0.168
As: -10.76 -19.93 13.84  2.059
F: -9.78 -21.11 12.99  -0.499
F: -12.18 -20.45 12.91  -0.828
F: -11.78 -18.80 14.68  -0.469
F: -9.41 -19.41 14.85  -0.520
F: -10.39 -18.81 12.59  -0.489
F: -11.10 -21.17 15.04  -0.462
C: -13.99 -24.97 15.06  -0.740
C: -13.71 -23.46 14.92  -0.343
O: -14.19 -23.02 13.65  -0.434
H: -13.29 -25.57 14.48  0.319
H: -15.01 -25.10 14.72  -0.019
H: -13.96 -25.16 16.14  0.369
H: -12.63 -23.28 14.98  0.221
H: -14.19 -22.87 15.69  0.342
H: -13.59 -23.18 12.92  0.172
C: -14.86 -22.33 8.34  -1.058
C: -15.20 -20.88 8.08  -0.165
O: -15.28 -20.21 9.35  -0.480
H: -14.64 -22.84 7.41  0.357
H: -15.73 -22.78 8.83  0.261
H: -14.11 -22.44 9.12  0.267
H: -16.13 -20.78 7.52  0.296
H: -14.46 -20.37 7.45  0.314
H: -15.46 -19.28 9.15  0.241
C: -17.94 -24.43 13.04  -1.028
C: -17.77 -22.91 13.12  -0.279
O: -16.70 -22.44 12.33  -0.390
H: -17.69 -24.64 12.00  0.233
H: -18.96 -24.80 13.12  0.378
H: -17.28 -24.96 13.73  0.167
H: -17.63 -22.66 14.17  0.257
H: -18.69 -22.41 12.79  0.369
H: -15.85 -22.67 12.74  0.372
C: -14.87 -16.92 14.64  -1.582
C: -15.07 -18.27 13.99  0.798
C: -16.45 -18.89 14.23  -1.042
O: -14.69 -18.17 12.60  -0.583
H: -15.51 -16.14 14.22  0.456
H: -13.81 -16.63 14.63  0.378
H: -15.09 -17.02 15.71  0.385
H: -14.35 -18.89 14.53  0.075
H: -17.26 -18.19 14.00  0.324
H: -16.57 -19.16 15.28  0.376
H: -16.61 -19.80 13.66  0.084
H: -14.93 -17.31 12.24  0.315

Values from the calculation:
ΔE to the lowest compared entry with this formula, charge and spin: 15.1 kcal/mol
LUMO level: -0.27 eV

(4)
Computed, not measured: a cluster of 6 separate species, C9H30O6 in total, with ωB97M-V/def2-TZVPD.

Last column: Mulliken spin population.
Atoms and positions in Å:
O: -0.57 0.79 1.29  0.050
H: -0.90 1.07 0.44  -0.002
H: 0.35 1.08 1.30  -0.001
O: 2.59 1.30 2.19  0.000
H: 2.25 0.97 3.03  0.000
H: 2.84 0.51 1.71  0.000
O: -1.38 0.02 3.92  0.010
H: -1.29 -0.33 3.03  0.000
H: -2.15 0.59 3.87  -0.001
C: -3.52 0.99 -2.33  0.161
C: -2.19 0.62 -1.70  0.011
C: -1.10 -0.01 -2.57  0.019
O: -1.61 1.74 -1.10  0.632
H: -3.34 1.73 -3.11  0.011
H: -4.22 1.48 -1.65  -0.002
H: -4.01 0.11 -2.75  0.003
H: -2.44 -0.03 -0.86  0.114
H: -0.77 0.69 -3.34  0.001
H: -1.57 -0.77 -3.20  -0.002
H: -0.18 -0.39 -2.13  0.002
H: -0.73 1.82 -1.48  -0.021
C: -0.10 -5.13 3.00  0.000
C: 0.18 -4.07 1.89  0.000
C: -1.07 -3.20 1.79  0.002
O: 1.23 -3.24 2.31  0.000
H: 0.54 -6.00 2.92  0.000
H: -1.16 -5.39 2.97  0.000
H: 0.03 -4.65 3.97  0.000
H: 0.50 -4.51 0.95  0.000
H: -0.80 -2.17 1.56  -0.002
H: -1.59 -3.19 2.75  0.000
H: -1.82 -3.53 1.07  0.000
H: 1.97 -3.70 2.72  0.000
C: 2.28 4.16 -2.01  0.004
C: 1.66 2.73 -2.04  0.000
C: 2.74 1.64 -2.13  0.000
O: 0.79 2.62 -0.92  0.012
H: 2.98 4.38 -1.20  0.000
H: 1.52 4.93 -1.96  0.000
H: 2.87 4.37 -2.90  0.000
H: 1.05 2.64 -2.94  0.001
H: 2.26 0.75 -2.53  0.000
H: 2.97 1.58 -1.07  0.000
H: 3.68 1.96 -2.58  0.000
H: 1.20 3.04 -0.16  -0.001

Values from the calculation:
ΔE to the lowest compared entry with this formula, charge and spin: 16.9 kcal/mol
<S²>: 0.75
multiplicity: 2
LUMO level (spin up / spin down): -2.66 / -9.59 eV
net charge: +1

(5)
Computed, not measured: a structure of composition C9H30O8V, with ωB97M-V/def2-TZVPD.

Last column: Mulliken charge in e.
Atoms and positions in Å:
O: 12.63 -24.74 -21.65  -0.250
V: 12.58 -24.55 -20.08  0.963
O: 12.22 -23.02 -19.83  -0.460
O: 13.44 -26.66 -19.95  -0.284
H: 13.68 -26.98 -19.08  0.256
H: 13.52 -27.43 -20.53  0.249
O: 10.58 -25.34 -19.78  -0.410
H: 9.94 -25.37 -20.51  0.288
H: 10.10 -25.55 -18.97  0.276
O: 12.73 -24.85 -17.80  -0.397
H: 13.26 -25.57 -17.43  0.272
H: 12.25 -24.48 -17.05  0.272
C: 11.06 -24.18 -24.99  -1.073
C: 12.09 -23.19 -25.45  0.383
C: 13.44 -23.43 -24.78  -0.842
O: 12.18 -23.35 -26.88  -0.562
H: 11.15 -24.34 -23.91  0.020
H: 11.22 -25.13 -25.51  0.310
H: 10.04 -23.84 -25.17  0.414
H: 11.76 -22.16 -25.27  0.269
H: 14.28 -23.06 -25.37  0.470
H: 13.57 -24.49 -24.58  0.172
H: 13.46 -22.86 -23.84  0.016
H: 12.75 -22.66 -27.23  0.326
C: 16.59 -22.88 -19.16  -1.435
C: 15.35 -22.79 -20.03  0.523
C: 15.64 -22.40 -21.45  -0.988
O: 14.71 -24.11 -20.02  -0.267
H: 17.01 -21.88 -19.02  0.399
H: 17.37 -23.50 -19.61  0.386
H: 16.35 -23.26 -18.17  0.344
H: 14.63 -22.11 -19.58  0.257
H: 15.94 -21.35 -21.49  0.419
H: 14.74 -22.49 -22.05  0.031
H: 16.43 -23.00 -21.90  0.355
H: 15.32 -24.76 -20.37  0.309
C: 11.68 -27.88 -23.25  -1.056
C: 10.43 -28.67 -22.89  0.496
C: 10.08 -28.48 -21.44  -1.004
O: 9.31 -28.17 -23.61  -0.552
H: 12.05 -28.09 -24.25  0.433
H: 12.51 -28.20 -22.59  0.194
H: 11.52 -26.82 -23.07  0.228
H: 10.54 -29.74 -23.10  0.214
H: 9.27 -29.12 -21.10  0.392
H: 9.80 -27.43 -21.28  0.037
H: 10.94 -28.67 -20.79  0.279
H: 9.53 -28.09 -24.54  0.325

Values from the calculation:
LUMO level: -3.83 eV
net charge: +1

(6)
Computed, not measured: a cluster of 7 separate species, C9H31BrN11O6 in total, with ωB97M-V/def2-TZVPD.

Last column: Mulliken charge in e.
Atoms and positions in Å:
Br: 0.43 -0.17 -1.37  -0.994
C: -2.15 3.69 1.64  -1.553
C: -1.51 2.35 1.29  1.095
C: -2.20 1.16 1.81  0.146
O: -2.00 1.23 3.27  -0.375
C: -1.85 -0.07 3.88  -0.678
N: -1.28 2.43 -0.18  -0.564
H: -1.62 4.55 1.24  0.379
H: -2.26 3.86 2.72  0.327
H: -3.18 3.77 1.30  0.352
H: -0.49 2.40 1.68  -0.385
H: -1.68 0.32 1.35  -0.101
H: -3.25 1.11 1.53  0.312
H: -1.47 -0.95 3.36  0.165
H: -2.84 -0.37 4.24  0.302
H: -1.11 -0.06 4.68  0.314
H: -0.53 1.89 -0.58  0.184
H: -2.12 2.12 -0.65  0.224
C: 2.68 1.09 2.68  0.662
O: 2.98 -0.06 2.84  -0.716
N: 2.98 2.03 3.53  -0.385
N: 2.12 1.54 1.58  -0.119
H: 2.51 2.88 3.25  0.151
H: 3.65 1.95 4.28  0.241
H: 1.76 2.47 1.41  0.232
H: 1.87 0.80 0.95  -0.086
C: 2.62 -3.65 0.97  0.632
O: 3.11 -4.20 1.91  -0.688
N: 2.22 -4.19 -0.18  -0.319
N: 2.31 -2.37 0.95  -0.114
H: 2.49 -5.14 -0.40  0.199
H: 1.84 -3.60 -0.91  0.170
H: 2.39 -1.88 1.83  0.076
H: 2.07 -1.80 0.14  0.096
C: 3.97 1.67 -2.80  0.623
O: 4.66 2.56 -3.12  -0.685
N: 3.46 0.86 -3.66  -0.369
N: 3.62 1.43 -1.61  -0.265
H: 3.65 1.20 -4.59  0.209
H: 2.81 0.13 -3.40  0.190
H: 4.16 1.96 -0.93  0.138
H: 2.74 0.98 -1.41  0.112
C: -2.12 -2.98 0.33  0.663
O: -3.05 -3.58 0.92  -0.790
N: -0.98 -2.85 0.86  -0.078
N: -2.27 -2.21 -0.70  -0.162
H: -0.90 -3.29 1.77  0.164
H: -0.34 -2.13 0.56  -0.012
H: -3.17 -1.91 -1.04  0.165
H: -1.46 -1.69 -1.00  -0.023
C: -2.56 -1.00 -4.76  0.740
O: -1.70 -1.74 -5.19  -0.686
N: -2.32 -0.09 -3.86  -0.251
N: -3.83 -1.05 -4.95  -0.399
H: -3.07 0.56 -3.71  0.099
H: -1.40 0.02 -3.45  0.014
H: -4.32 -0.23 -4.63  0.174
H: -4.05 -1.73 -5.67  0.251

Values from the calculation:
ΔE to the lowest compared entry with this formula, charge and spin: 85.4 kcal/mol
LUMO level: 2.37 eV
net charge: -1